1.
Molecular formula: CNO3S2
Method: DFT, ωB97M-V/def2-TZVPD

XYZ file:
```
7
Properties=species:S:1:pos:R:3:forces:R:3
C 2.35966 0.63439 0.10231 2.159 -1.391 0.748
N 3.27812 0.20776 0.69417 0.825 -0.018 1.092
O -1.44671 -1.46672 1.07502 1.247 2.382 -1.375
O -2.19633 -1.16490 -1.18757 1.595 0.423 -0.136
O 1.47765 0.94694 -0.62428 -3.331 1.128 -1.785
S -1.96659 1.37320 0.01109 1.192 -1.173 0.456
S -1.50579 -0.53068 -0.07074 -3.687 -1.352 1.000
```
Positions in Å, forces in eV/Å.

The energy above the lowest of the compared OMol25 structures with the same formula, charge and spin comes out at 2.391 eV. As for the HOMO-LUMO gap (alpha / beta): 4.27 / 4.24 eV. For the total energy, the calculation gives -1114.9446 Eh. The HOMO energy (alpha / beta) comes out at -4.08 / -4.07 eV. As for the LUMO energy (alpha / beta): 0.007 / 0.006 Ha. Its net charge is -1. The value obtained for the strongest force on any atom is 0.0788 Eh/bohr.

Here are the Mulliken charges for atoms 1 to 5, given in e:
1. C 0.40
2. N -0.64
3. O -0.44
4. O -0.45
5. O -0.65

2.
Molecular formula: CNO3S2
Method: DFT, ωB97M-V/def2-TZVPD

XYZ file:
```
7
Properties=species:S:1:pos:R:3:forces:R:3
C 1.22406 -0.09596 0.16406 -2.368 0.747 3.672
N 2.13803 -0.69530 -0.18939 0.503 0.246 -0.631
O -0.73740 0.50692 -1.39476 0.567 0.309 -0.403
O -2.19674 0.94500 0.44501 -1.059 0.757 1.382
O 0.17670 0.39404 0.95071 2.672 -0.861 -3.193
S -1.40565 -1.80368 0.02590 -0.398 -0.493 0.329
S -1.20627 0.09890 -0.10133 0.082 -0.706 -1.158
```
Positions in Å, forces in eV/Å.

The energy above the lowest of the compared OMol25 structures with the same formula, charge and spin comes out at 0.844 eV. As for the HOMO-LUMO gap: 8.46 eV. For the total energy, the calculation gives -1115.0014 Eh. The HOMO energy comes out at -4.85 eV. As for the LUMO energy: 0.133 Ha. Its net charge is -1. The value obtained for the strongest force on any atom is 0.0862 Eh/bohr.

Here are the Mulliken charges for atoms 1 to 5, given in e:
1. C 0.50
2. N -0.47
3. O -0.58
4. O -0.58
5. O -0.33

3.
Molecular formula: CNO4S2Y
Method: DFT, ωB97M-V/def2-TZVPD

XYZ file:
```
9
Properties=species:S:1:pos:R:3:forces:R:3
O -0.09537 2.58442 -0.32676 -1.263 0.155 -0.488
C 0.96201 2.15367 0.21830 1.105 -1.098 0.822
O 1.95448 2.70334 0.62738 -1.952 -2.154 -0.734
Y -1.31590 0.69478 -0.57288 3.376 -0.651 1.421
N -1.14122 -2.38688 -0.32117 1.652 1.165 0.613
S -2.54324 -1.50853 0.19702 -0.328 0.215 0.450
S 0.23744 -2.19571 0.45422 0.385 -0.696 -3.855
O 0.63825 0.42948 0.28937 -1.266 2.926 -0.896
O 1.30354 -2.47457 -0.56549 -1.709 0.137 2.666
```
Positions in Å, forces in eV/Å.

As for the HOMO-LUMO gap (alpha / beta): 6.70 / 6.70 eV. For the total energy, the calculation gives -1228.4966 Eh. The HOMO energy (alpha / beta) comes out at -8.91 / -8.91 eV. As for the LUMO energy (alpha / beta): -0.081 / -0.081 Ha. The value obtained for the strongest force on any atom is 0.0766 Eh/bohr.

Here are the Mulliken charges for atoms 1 to 5, given in e:
1. O -0.68
2. C 0.85
3. O -0.48
4. Y 1.38
5. N -0.29

4.
Molecular formula: CNa10O3
Method: DFT, ωB97M-V/def2-TZVPD

XYZ file:
```
14
Properties=species:S:1:pos:R:3:forces:R:3
Na 5.98923 0.29031 -6.00930 -1.709 -0.664 0.901
Na 7.86836 -0.04500 -11.47178 -0.529 0.093 -1.891
Na 11.04697 -0.73493 -9.78046 0.796 0.089 -1.464
Na 10.77283 -2.82719 -7.18074 0.747 -1.931 0.593
Na 6.47966 2.09739 -8.66427 -0.837 0.916 -1.177
Na 7.83728 -2.32568 -8.29960 -1.064 -1.278 -0.537
Na 7.51023 3.23248 -5.25862 -0.712 1.766 1.370
Na 10.24739 3.11778 -7.22202 0.934 1.649 -0.453
Na 9.43320 0.00862 -4.68248 0.110 -0.435 1.347
Na 12.54556 -0.06237 -6.51790 2.131 0.225 0.627
C 8.88130 0.30319 -7.81037 -0.149 -1.114 0.392
O 8.25041 1.07923 -6.93729 0.325 -0.074 -0.756
O 8.58101 0.20046 -9.03466 -0.456 0.518 0.635
O 9.80439 -0.51394 -7.34380 0.412 0.240 0.414
```
Positions in Å, forces in eV/Å.

The energy above the lowest of the compared OMol25 structures with the same formula, charge and spin comes out at 22.545 eV. As for the HOMO-LUMO gap: 10.56 eV. For the total energy, the calculation gives -1882.3903 Eh. The HOMO energy comes out at -38.25 eV. As for the LUMO energy: -1.018 Ha. Its net charge is +8. The value obtained for the strongest force on any atom is 0.0456 Eh/bohr.

Here are the Mulliken charges for atoms 1 to 5, given in e:
1. Na 1.03
2. Na 1.01
3. Na 0.94
4. Na 1.03
5. Na 0.93

5.
Molecular formula: CO3PS
Method: DFT, ωB97M-V/def2-TZVPD

XYZ file:
```
6
Properties=species:S:1:pos:R:3:forces:R:3
C 0.10505 -1.18344 -0.24414 0.122 0.767 -1.610
O 0.09287 -1.19250 -1.42980 -0.272 -0.682 0.220
O -0.19524 -1.47874 0.84356 -0.777 -1.211 1.123
O -1.40375 1.40193 -0.02563 1.145 0.897 0.911
P -0.15342 1.95433 0.62296 1.119 -2.989 -1.584
S 1.55448 0.49842 0.23305 -1.337 3.218 0.941
```
Positions in Å, forces in eV/Å.

The energy above the lowest of the compared OMol25 structures with the same formula, charge and spin comes out at 0.689 eV. As for the HOMO-LUMO gap: 7.81 eV. For the total energy, the calculation gives -1003.4797 Eh. The HOMO energy comes out at -4.13 eV. As for the LUMO energy: 0.135 Ha. Its net charge is -1. The value obtained for the strongest force on any atom is 0.0702 Eh/bohr.

Here are the Mulliken charges for atoms 1 to 5, given in e:
1. C 0.70
2. O -0.51
3. O -0.46
4. O -0.46
5. P 0.30

6.
Molecular formula: CO3Sn
Method: DFT, ωB97M-V/def2-TZVPD

XYZ file:
```
5
Properties=species:S:1:pos:R:3:forces:R:3
Sn 2.30590 -0.11876 1.55545 -2.689 0.510 -2.027
C -0.57720 0.03618 -0.41909 0.870 0.021 2.886
O -0.85195 -0.13197 0.79093 -0.437 -0.780 2.366
O 0.53298 0.49394 -0.70002 4.735 1.011 -0.698
O -1.40973 -0.27940 -1.22727 -2.480 -0.762 -2.527
```
Positions in Å, forces in eV/Å.

The energy above the lowest of the compared OMol25 structures with the same formula, charge and spin comes out at 0.000 eV. As for the HOMO-LUMO gap (alpha / beta): 5.92 / 5.50 eV. For the total energy, the calculation gives -477.6632 Eh. The HOMO energy (alpha / beta) comes out at -14.74 / -14.33 eV. As for the LUMO energy (alpha / beta): -0.324 / -0.324 Ha. The spin multiplicity is 2. Its net charge is +1. The value obtained for the strongest force on any atom is 0.0951 Eh/bohr.

Quick look at the Mulliken charges, all values in e:
1. Sn 1.51
2. C 0.89
3. O -0.53
4. O -0.59
5. O -0.27

7.
Molecular formula: CO4S2
Method: DFT, ωB97M-V/def2-TZVPD

XYZ file:
```
7
Properties=species:S:1:pos:R:3:forces:R:3
C 0.38368 -0.41858 -0.87513 1.150 0.688 0.526
O -1.24916 -0.81626 0.98945 -2.216 -2.060 1.013
O -0.28559 -1.18468 -1.50917 -0.947 -1.068 -1.221
O -1.04786 1.50239 0.21344 -0.159 -0.611 -0.315
O 0.61781 0.55657 1.68099 -0.537 -0.646 -0.978
S 1.96368 0.11723 -1.11952 1.180 0.193 -0.731
S -0.38257 0.24333 0.61995 1.530 3.503 1.708
```
Positions in Å, forces in eV/Å.

The energy above the lowest of the compared OMol25 structures with the same formula, charge and spin comes out at 0.135 eV. As for the HOMO-LUMO gap: 5.80 eV. For the total energy, the calculation gives -1135.4521 Eh. The HOMO energy comes out at 0.37 eV. As for the LUMO energy: 0.227 Ha. Its net charge is -2. The value obtained for the strongest force on any atom is 0.0814 Eh/bohr.

Here are the Mulliken charges for atoms 1 to 5, given in e:
1. C 0.23
2. O -0.66
3. O -0.55
4. O -0.71
5. O -0.70

8.
Molecular formula: CO4S2
Method: DFT, ωB97M-V/def2-TZVPD

XYZ file:
```
7
Properties=species:S:1:pos:R:3:forces:R:3
C 1.68386 -0.96167 -0.15976 -2.587 -5.006 0.071
O 1.27884 1.98473 0.55268 -0.421 -0.439 0.126
O -0.71019 0.45655 -0.50816 1.193 1.273 0.084
O -3.05300 0.44572 0.60094 -0.537 0.924 1.150
O 0.85706 -1.81507 -0.25935 3.362 3.540 0.386
S 0.90978 1.03914 -0.47458 -1.621 1.005 -0.672
S -2.18508 -0.17005 -0.35262 0.610 -1.297 -1.145
```
Positions in Å, forces in eV/Å.

The energy above the lowest of the compared OMol25 structures with the same formula, charge and spin comes out at 3.652 eV. As for the HOMO-LUMO gap (alpha / beta): 8.10 / 6.62 eV. For the total energy, the calculation gives -1135.2988 Eh. The HOMO energy (alpha / beta) comes out at -9.04 / -8.70 eV. As for the LUMO energy (alpha / beta): -0.035 / -0.076 Ha. The value obtained for the strongest force on any atom is 0.1096 Eh/bohr.

Here are the Mulliken charges for atoms 1 to 5, given in e:
1. C 0.18
2. O -0.38
3. O -0.33
4. O -0.37
5. O -0.23

9.
Molecular formula: Ca2H2O2Rb
Method: DFT, ωB97M-V/def2-TZVPD

XYZ file:
```
7
Properties=species:S:1:pos:R:3:forces:R:3
Rb 21.06267 1.04078 -18.89047 -0.049 0.200 0.090
Ca 24.77747 -4.22819 -22.38965 -0.713 0.174 -1.134
Ca 19.77571 -3.30766 -25.67567 1.089 -0.379 0.069
O 22.40002 -1.14727 -23.19359 0.068 -0.793 0.275
H 22.67138 -0.21036 -23.13799 -0.013 -0.750 -0.242
O 22.87251 -6.10165 -25.38797 -0.343 1.022 0.505
H 22.84346 -6.97082 -25.83319 -0.039 0.525 0.437
```
Positions in Å, forces in eV/Å.

The energy above the lowest of the compared OMol25 structures with the same formula, charge and spin comes out at 9.477 eV. As for the HOMO-LUMO gap: 4.05 eV. For the total energy, the calculation gives -1529.7759 Eh. The HOMO energy comes out at -15.53 eV. As for the LUMO energy: -0.422 Ha. Its net charge is +3. The value obtained for the strongest force on any atom is 0.0263 Eh/bohr.

Here are the Mulliken charges for atoms 1 to 5, given in e:
1. Rb 1.00
2. Ca 1.72
3. Ca 1.72
4. O -1.00
5. H 0.22

10.
Molecular formula: Ca2I
Method: DFT, ωB97M-V/def2-TZVPD

XYZ file:
```
3
Properties=species:S:1:pos:R:3:forces:R:3
Ca -1.27874 -0.54295 -1.82357 -0.322 -0.248 -1.098
Ca 0.11656 0.42040 2.26149 0.461 0.246 0.946
I 1.16218 0.12255 -0.43793 -0.139 0.001 0.152
```
Positions in Å, forces in eV/Å.

The energy above the lowest of the compared OMol25 structures with the same formula, charge and spin comes out at 0.541 eV. As for the HOMO-LUMO gap: 8.69 eV. For the total energy, the calculation gives -1651.8375 Eh. The HOMO energy comes out at -22.27 eV. As for the LUMO energy: -0.499 Ha. Its net charge is +3. The value obtained for the strongest force on any atom is 0.0228 Eh/bohr.

Quick look at the Mulliken charges, all values in e:
1. Ca 1.57
2. Ca 1.57
3. I -0.14